Record 1
{
  "formula": "C16H30BrF3N4O8P",
  "method": "ωB97M-V/def2-TZVPD",
  "elements": ["C", "C", "O", "C", "O", "N", "C", "P", "O", "Br", "N", "N", "N", "C", "C", "O", "C", "C", "F", "F", "F", "H", "H", "H", "H", "H", "H", "H", "H", "H", "H", "H", "H", "H", "H", "O", "C", "O", "C", "C", "C", "H", "H", "H", "H", "H", "H", "H", "H", "O", "C", "O", "C", "C", "C", "H", "H", "H", "H", "H", "H", "H", "H"],
  "positions_angstrom": [[1.013, 0.242, 1.180], [2.401, 0.518, 0.352], [2.899, 1.851, 0.828], [2.199, 0.687, -1.280], [2.164, -0.578, -2.026], [1.190, -1.402, -1.621], [1.390, -2.767, -1.005], [2.941, -3.773, -0.535], [4.139, -2.726, 0.172], [2.207, -5.113, 1.206], [0.096, -3.475, -0.674], [-0.815, -2.499, -1.136], [-0.191, -1.339, -1.648], [-1.016, -0.182, -2.161], [-2.649, -0.437, -1.904], [-2.838, -0.296, -0.444], [-4.256, -0.145, -0.083], [-5.048, -1.596, 0.137], [-5.053, -1.872, 1.622], [-6.418, -1.428, -0.406], [-4.302, -2.752, -0.466], [0.848, -0.939, 1.187], [0.070, 0.740, 0.661], [1.171, 0.597, 2.293], [3.264, -0.246, 0.564], [2.148, 2.522, 0.653], [1.310, 1.435, -1.556], [3.181, 1.255, -1.655], [4.647, -3.238, 0.895], [-0.804, 0.080, -3.300], [-0.756, 0.749, -1.461], [-3.231, 0.474, -2.398], [-2.994, -1.465, -2.344], [-4.816, 0.575, -0.817], [-4.266, 0.368, 0.995], [-6.105, 2.236, 2.540], [-6.236, 1.564, 3.563], [-5.686, 1.979, 4.725], [-5.934, 1.368, 6.007], [-5.013, 0.184, 6.228], [-6.924, 0.231, 3.516], [-6.990, 1.109, 6.123], [-5.719, 2.134, 6.760], [-5.180, -0.601, 5.485], [-5.165, -0.242, 7.223], [-3.966, 0.491, 6.132], [-6.216, -0.527, 3.176], [-7.755, 0.297, 2.807], [-7.359, -0.072, 4.466], [4.705, 2.836, -2.813], [5.491, 2.058, -3.352], [6.064, 1.064, -2.639], [6.846, -0.002, -3.211], [8.290, 0.425, -3.393], [5.899, 2.258, -4.783], [6.394, -0.370, -4.137], [6.806, -0.832, -2.497], [8.377, 1.265, -4.087], [8.892, -0.404, -3.775], [8.713, 0.758, -2.439], [6.694, 3.006, -4.828], [5.030, 2.617, -5.342], [6.224, 1.346, -5.279]],
  "forces_ev_per_angstrom": [[0.6, -1.3, -0.3], [-0.6, 1.4, 0.2], [-2.1, -0.7, -1.5], [1.3, 2.9, 1.4], [-0.9, 0.6, -0.1], [-1.9, -7.0, 3.4], [-2.6, 1.3, 1.3], [2.0, -0.2, 0.5], [-1.5, -2.0, 0.6], [0.2, 1.3, -0.9], [2.4, 7.6, -3.9], [3.2, 0.8, -0.3], [-1.0, -1.9, 0.3], [-1.6, 1.8, 0.4], [0.6, 0.8, -0.1], [-1.7, -0.4, -1.6], [0.1, 0.3, 1.3], [0.4, -0.1, 0.5], [-0.5, 0.5, -4.9], [4.4, -1.4, 2.1], [-3.0, 3.7, 1.8], [0.1, 2.5, 0.1], [2.0, -0.9, 1.2], [-0.5, -0.7, -2.4], [-1.8, 1.5, -0.4], [1.7, -1.5, 0.5], [1.7, -2.0, 0.6], [-2.0, -1.5, 0.6], [-1.2, 1.0, -1.6], [-0.2, -0.9, 2.5], [-0.5, -2.1, -1.7], [1.4, -2.0, 0.6], [0.6, 1.9, 1.0], [0.9, -1.7, 1.2], [0.0, -1.2, -2.5], [0.1, -0.9, 1.9], [0.3, 0.7, -1.3], [-0.2, 0.5, -0.4], [0.1, -0.2, 0.1], [0.1, -0.1, -0.1], [-0.7, 0.0, 0.1], [0.1, 0.0, -0.1], [0.0, 0.0, -0.4], [-0.1, 0.0, 0.1], [0.0, 0.1, -0.1], [-0.2, 0.0, 0.1], [-0.1, 0.1, 0.1], [0.3, 0.0, 0.0], [0.2, -0.1, 0.0], [1.2, -1.7, -0.5], [-0.6, 1.2, 0.6], [-0.7, 0.1, 0.3], [0.4, 0.0, -0.1], [0.1, 0.2, 0.0], [-0.4, -0.3, -0.5], [0.0, 0.2, 0.0], [-0.2, 0.3, 0.0], [0.0, -0.2, 0.0], [-0.1, 0.1, 0.0], [-0.1, -0.2, -0.1], [-0.1, -0.1, 0.0], [0.2, 0.2, 0.2], [0.2, 0.1, 0.1]],
  "orbital_gap_ev": 7.0,
  "fmax_ev_per_a": 8.9,
  "total_charge": 1
}

***

Record 2
{
  "formula": "C16H30F4N6O11PS3",
  "method": "ωB97M-V/def2-TZVPD",
  "elements": ["C", "C", "C", "C", "C", "N", "P", "O", "O", "S", "C", "N", "O", "C", "C", "F", "N", "C", "C", "N", "N", "N", "C", "C", "C", "C", "S", "O", "O", "O", "S", "O", "O", "C", "F", "F", "F", "H", "H", "H", "H", "H", "H", "H", "H", "H", "H", "H", "H", "H", "H", "H", "H", "H", "H", "H", "H", "H", "H", "H", "H", "H", "H", "H", "H", "H", "H", "C", "O", "O", "O"],
  "positions_angstrom": [[-0.816, -3.315, -0.123], [-0.228, -2.381, -0.942], [0.857, -1.337, -0.620], [2.202, -2.000, -0.946], [2.231, -2.753, -2.293], [0.363, -0.222, -1.416], [1.287, 0.697, -2.525], [2.871, 0.763, -2.142], [0.800, 2.262, -2.398], [1.130, 0.130, -4.334], [-0.767, 0.199, -0.730], [-1.824, 0.791, -1.305], [-2.860, 1.227, -0.517], [-1.983, 1.013, -2.733], [-3.435, 0.721, -3.107], [-3.520, 0.634, -4.480], [-0.634, -0.086, 0.645], [-1.772, -0.667, 1.356], [-2.497, 0.259, 2.377], [-3.955, 0.028, 2.144], [-2.281, 1.697, 2.215], [-2.157, -0.077, 3.762], [0.733, -0.636, 0.784], [1.571, 0.668, 0.925], [1.151, 1.481, 2.171], [0.815, 2.901, 1.690], [0.332, 3.881, 3.132], [1.268, 4.933, 3.360], [0.134, 3.037, 4.265], [-1.091, 4.539, 2.762], [1.192, -1.598, 2.256], [1.038, -3.008, 2.074], [0.523, -1.173, 3.449], [3.034, -1.397, 2.618], [3.790, -1.431, 1.513], [3.331, -2.491, 3.342], [3.288, -0.327, 3.373], [-0.244, -4.100, 0.350], [-1.884, -3.260, 0.046], [-0.561, -2.330, -1.976], [3.065, -1.348, -0.829], [2.313, -2.771, -0.185], [3.237, -2.862, -2.678], [1.865, -3.762, -2.108], [1.569, -2.330, -3.040], [3.025, 1.602, -1.689], [0.775, 2.558, -1.474], [-2.896, 2.198, -0.596], [-1.378, 0.258, -3.230], [-1.666, 2.016, -3.015], [-4.056, 1.556, -2.790], [-3.766, -0.223, -2.686], [-2.514, -0.908, 0.598], [-1.546, -1.605, 1.852], [-4.451, 0.318, 2.978], [-4.087, -0.975, 2.061], [-3.143, 2.081, 1.857], [-2.070, 2.139, 3.101], [-2.524, 0.620, 4.397], [-2.622, -0.944, 3.998], [1.358, 1.324, 0.091], [2.645, 0.498, 0.875], [0.251, 1.098, 2.631], [1.945, 1.583, 2.902], [1.700, 3.366, 1.268], [-0.042, 2.883, 1.019], [-1.343, 4.234, 1.880], [3.217, -2.487, -6.279], [2.652, -3.013, -5.282], [2.902, -1.320, -6.715], [4.154, -3.058, -6.935]],
  "forces_ev_per_angstrom": [[0.8, 0.3, -0.4], [-1.0, -0.1, 1.0], [1.7, -2.4, -0.6], [0.5, 0.2, -0.1], [-0.4, -0.2, 0.6], [0.2, 1.7, -0.3], [0.6, -0.1, -3.4], [-1.0, 0.2, 0.9], [0.0, -0.7, 1.2], [-0.1, -0.2, 0.4], [0.9, -0.8, 1.0], [-0.1, -0.1, -0.5], [0.0, 0.1, 0.1], [-0.5, -1.1, 0.3], [0.4, 0.5, -0.1], [0.0, 0.0, -0.2], [-0.8, -0.2, 0.7], [-0.8, 0.5, -0.1], [-1.3, 0.5, 0.8], [0.5, -0.2, -0.4], [0.4, -0.1, -0.2], [0.4, -0.1, -0.3], [0.2, 1.2, -1.0], [0.5, 0.0, 0.5], [-0.1, 0.8, -0.7], [-0.3, -0.2, 0.8], [0.8, 0.5, 1.2], [0.1, 0.5, -0.8], [-0.7, -0.7, -0.1], [0.4, -0.3, -0.3], [-1.8, -2.2, 1.6], [0.7, -0.1, -1.2], [0.4, 1.5, -0.1], [0.5, -0.7, 0.1], [-0.2, 0.4, 0.7], [-0.2, 0.7, -0.3], [0.0, -0.3, -0.7], [0.1, 0.8, 1.4], [-0.4, -1.2, -1.3], [-0.9, 1.2, 0.2], [-0.1, 0.3, -0.1], [0.0, 0.1, 0.3], [0.0, 0.3, -0.3], [-0.1, -0.1, -0.1], [0.4, 0.2, -0.4], [0.4, 0.0, 0.1], [-0.1, 0.3, 0.0], [0.2, 0.2, 0.1], [0.3, 0.2, -0.2], [0.0, 0.1, -0.1], [-0.4, -0.2, 0.0], [-0.1, 0.0, 0.2], [-0.1, -0.1, -0.1], [0.4, 0.0, 0.0], [-0.1, 0.0, 0.1], [-0.3, 0.0, -0.1], [-0.1, 0.1, 0.0], [0.0, -0.1, 0.1], [0.0, 0.1, 0.0], [0.3, -0.2, 0.1], [-0.1, -0.3, -0.4], [0.1, -0.1, 0.1], [0.1, -0.3, 0.2], [0.0, -0.3, 0.2], [-0.1, 0.4, -0.1], [0.1, -0.1, -0.3], [-0.3, 0.0, 0.0], [0.7, 0.5, -1.1], [-0.2, -0.1, 0.3], [-0.5, 0.0, 0.5], [-0.2, -0.4, 0.4]],
  "orbital_gap_ev": 1.9,
  "fmax_ev_per_a": 3.4,
  "total_charge": -1
}

***

Record 3
{
  "formula": "C16H31AlBBrF3K2N3O14P2S2Si",
  "method": "ωB97M-V/def2-TZVPD",
  "elements": ["N", "B", "O", "Si", "P", "S", "H", "H", "H", "H", "H", "H", "H", "C", "C", "C", "O", "C", "N", "H", "H", "H", "H", "H", "H", "H", "H", "H", "H", "H", "C", "C", "C", "O", "C", "C", "C", "O", "O", "O", "H", "H", "H", "H", "Al", "Br", "O", "P", "O", "O", "O", "K", "C", "C", "O", "C", "H", "H", "H", "H", "H", "H", "C", "C", "N", "H", "H", "H", "C", "F", "F", "F", "S", "O", "O", "O", "K"],
  "positions_angstrom": [[5.330, -5.544, -2.515], [3.981, -5.062, -2.656], [3.789, -3.697, -2.677], [2.425, -6.331, -2.875], [0.581, -5.068, -2.684], [0.126, -5.018, -0.750], [5.390, -6.401, -1.989], [5.867, -5.612, -3.366], [3.288, -3.412, -1.913], [2.431, -7.426, -1.888], [2.578, -6.940, -4.221], [-0.505, -5.553, -3.412], [0.919, -3.774, -3.103], [1.968, 0.476, -0.403], [1.147, -0.780, -0.717], [-0.326, -0.667, -0.313], [-0.521, -0.813, 1.069], [-0.340, 0.361, 1.847], [1.785, -1.952, -0.077], [2.192, 0.575, 0.663], [2.920, 0.459, -0.935], [1.445, 1.374, -0.724], [1.180, -0.922, -1.802], [-0.863, -1.495, -0.783], [-0.787, 0.257, -0.685], [-0.703, 1.267, 1.323], [0.706, 0.494, 2.136], [-0.931, 0.264, 2.751], [1.285, -2.800, -0.364], [1.591, -1.895, 0.924], [-0.582, 6.090, 3.895], [-0.114, 5.339, 2.896], [0.664, 4.068, 3.155], [1.051, 3.384, 2.199], [0.926, 3.698, 4.517], [0.457, 4.452, 5.525], [-0.346, 5.698, 5.274], [-0.747, 6.327, 6.231], [0.659, 4.162, 6.788], [-0.316, 5.681, 1.619], [-1.142, 6.998, 3.721], [1.491, 2.795, 4.690], [0.203, 4.856, 7.301], [0.110, 4.995, 1.057], [-0.590, 3.181, 0.162], [-3.008, 2.655, -0.505], [-0.867, 1.632, 5.699], [-2.078, 2.250, 5.012], [-2.412, 3.592, 5.647], [-3.230, 1.273, 5.187], [-1.773, 2.479, 3.541], [4.165, -1.389, -0.313], [-3.975, -6.054, -5.692], [-2.858, -6.753, -4.962], [-1.729, -6.315, -4.968], [-3.208, -8.020, -4.225], [-3.589, -5.161, -6.177], [-4.397, -6.715, -6.450], [-4.757, -5.766, -4.989], [-3.599, -8.762, -4.922], [-3.959, -7.812, -3.462], [-2.318, -8.419, -3.745], [-4.195, 6.655, 6.295], [-5.403, 7.024, 5.584], [-6.355, 7.315, 5.026], [-3.777, 5.739, 5.876], [-3.462, 7.454, 6.211], [-4.424, 6.491, 7.345], [2.761, 1.098, -4.376], [1.894, 0.132, -4.652], [3.296, 0.841, -3.172], [3.734, 1.036, -5.282], [1.934, 2.727, -4.343], [0.954, 2.596, -3.311], [1.400, 2.919, -5.672], [3.001, 3.676, -4.021], [2.563, 5.490, -5.075]],
  "forces_ev_per_angstrom": [[-0.3, 0.0, 0.0], [0.2, -0.1, 0.6], [0.5, 0.6, -0.1], [0.3, -0.2, -0.2], [-0.4, -0.3, 1.4], [0.3, 0.1, 0.0], [0.1, -0.5, -0.3], [0.5, 0.2, 0.1], [-0.9, 0.0, -0.1], [-0.3, 0.0, 0.1], [-0.1, 0.1, 0.0], [0.1, 0.2, -0.6], [-0.1, -0.1, -0.6], [0.0, -0.2, 0.1], [0.1, 0.3, 0.1], [-0.1, -0.1, -0.1], [0.0, 0.1, 0.1], [-0.1, -0.1, 0.2], [-0.7, -0.5, -0.2], [-0.2, 0.0, 0.0], [-0.2, 0.4, -0.2], [0.1, 0.1, -0.1], [-0.1, -0.1, 0.0], [0.0, -0.1, 0.0], [0.1, 0.0, 0.0], [0.0, -0.5, 0.2], [0.0, 0.2, -0.1], [-0.1, 0.0, 0.0], [-0.1, 0.0, 0.1], [-0.2, 0.0, 0.0], [0.0, 0.1, 0.2], [0.0, 0.1, 0.1], [0.1, -0.4, 0.3], [-0.2, 0.6, 0.1], [0.3, 0.2, -0.2], [0.1, -0.2, -0.3], [-0.2, 0.0, -0.4], [0.1, 0.1, 0.3], [0.1, 0.2, 0.4], [0.2, -0.2, 0.0], [0.0, 0.0, -0.1], [-0.1, -0.1, 0.1], [-0.1, 0.0, 0.1], [0.2, 0.5, 0.2], [-1.5, -0.4, -1.0], [1.1, 0.1, 0.3], [0.6, 0.3, -0.1], [-0.2, 0.1, 0.1], [0.0, -0.1, 0.6], [-0.6, 0.3, -0.3], [0.3, -0.5, -0.4], [1.4, 0.0, 0.0], [0.2, 0.1, -0.1], [-0.2, -0.1, 0.0], [0.1, 0.0, 0.0], [0.2, 0.0, 0.0], [0.0, 0.0, 0.0], [-0.1, 0.0, 0.1], [-0.1, -0.1, 0.0], [-0.1, 0.0, 0.0], [-0.1, -0.1, -0.1], [0.0, 0.0, 0.0], [0.2, -0.1, 0.0], [0.5, -0.2, 0.3], [-0.7, 0.3, -0.4], [0.0, 0.0, 0.0], [0.1, 0.0, 0.0], [0.0, 0.0, 0.0], [0.1, 0.0, -0.3], [-0.3, -0.2, 0.0], [0.2, -0.1, 0.2], [0.2, 0.1, -0.1], [-0.7, -0.1, 0.3], [-0.1, -0.3, 0.5], [0.4, 0.2, -0.3], [0.8, -2.3, 1.2], [-0.6, 2.5, -1.5]],
  "orbital_gap_ev": 4.7,
  "fmax_ev_per_a": 3.0
}